No. 1
The following is a DFT calculation (the ωB97M-V functional and the def2-TZVPD basis) of the ion C8H14N3 with charge +1 in a non-equilibrium geometry.

Last column: Löwdin charge in e.
CARTESIAN COORDINATES (ANGSTROEM)
1 N 0.714 0.282 -2.239  -0.022
2 N 0.441 0.715 -3.380  0.130
3 N 0.041 -0.473 -0.059  -0.174
4 C 1.406 1.330 0.799  -0.009
5 C -1.176 -0.448 0.905  -0.168
6 C -1.063 -1.283 2.148  -0.089
7 C -0.332 2.012 -0.767  -0.033
8 C 1.182 0.039 0.737  -0.073
9 C 0.565 2.399 0.098  -0.060
10 C 0.369 -1.878 -0.478  0.013
11 C -0.285 0.489 -1.293  -0.237
12 H 1.815 -0.649 1.263  0.135
13 H -1.303 0.475 -1.716  0.158
14 H 0.606 3.500 0.346  0.139
15 H -0.088 -1.351 2.835  0.148
16 H 1.235 -2.084 -1.099  0.112
17 H -1.270 -2.296 1.905  0.062
18 H 0.517 -2.475 0.401  0.095
19 H 2.177 1.632 1.493  0.120
20 H -1.392 0.634 1.315  0.168
21 H -0.852 2.863 -1.263  0.134
22 H -0.502 -2.236 -0.984  0.106
23 H -1.860 -0.926 2.738  0.071
24 H 1.209 0.420 -4.092  0.122
25 H -2.152 -0.691 0.387  0.154

Results
Charge = +1
LUMO level = -3.7356 eV
ΔE to the lowest compared entry with this formula, charge and spin = 123.1 kcal/mol
Orbital gap = 0.351 hartree
2S+1 = 1
E = -477.100779 Eh

No. 2
The following is a DFT calculation (the ωB97M-V functional and the def2-TZVPD basis) of an isolated molecule of C4H7NO2.

Last column: Löwdin charge in e.
CARTESIAN COORDINATES (ANGSTROEM)
1 O -1.302 -1.934 -1.839  0.018
2 O 1.896 1.049 0.392  -0.017
3 N -0.720 -0.306 -0.371  -0.080
4 C -0.504 1.038 0.155  -0.073
5 C -1.386 -0.788 -1.442  -0.333
6 C 0.355 -0.923 0.388  -0.067
7 C 0.721 0.490 0.918  -0.328
8 H 2.652 0.596 0.787  0.100
9 H -0.001 -1.628 1.147  0.123
10 H -1.324 1.394 0.790  0.119
11 H -0.245 1.800 -0.587  0.127
12 H -2.027 -0.022 -1.923  0.138
13 H 1.121 -1.403 -0.232  0.129
14 H 0.670 0.595 2.009  0.142

Results
Charge = 0
LUMO level = 0.6553 eV
ΔE to the lowest compared entry with this formula, charge and spin = 38.3 kcal/mol
Orbital gap = 0.372 hartree
2S+1 = 1
E = -361.819886 Eh

No. 3
The following is a DFT calculation (the ωB97M-V functional and the def2-TZVPD basis) of a structure of composition C2HBr2N2 in a non-equilibrium geometry.

Last column: Löwdin charge in e.
CARTESIAN COORDINATES (ANGSTROEM)
1 Br 2.943 -0.368 2.164  0.843
2 Br 0.397 -2.345 1.957  1.000
3 N 1.075 1.284 -0.029  -0.094
4 N 1.661 2.185 -0.354  0.367
5 C 1.284 -0.911 1.438  -1.084
6 C 0.591 0.171 0.215  -0.111
7 H -0.373 -0.258 0.206  0.079

Results
Charge = +1
LUMO level (alpha / beta) = -7.1341 / -7.1328 eV
ΔE to the lowest compared entry with this formula, charge and spin = 58.9 kcal/mol
Orbital gap (alpha / beta) = 0.273 / 0.273 hartree
2S+1 = 1
E = -5333.905198 Eh

No. 4
The following is a DFT calculation (the ωB97M-V functional and the def2-TZVPD basis) of a cluster of 2 separate species, C3H6N2O in total in a non-equilibrium geometry.

Last column: Löwdin charge in e.
CARTESIAN COORDINATES (ANGSTROEM)
1 O 1.908 2.135 0.252  -0.071
2 N -0.130 0.225 -0.923  0.044
3 N -0.384 -1.609 0.282  0.041
4 C 0.168 -1.040 -0.836  -0.193
5 C -0.996 0.450 0.109  -0.183
6 C -1.257 -0.700 0.806  -0.105
7 H -0.145 -2.556 0.518  0.144
8 H 1.906 2.360 1.188  0.028
9 H 0.888 -1.688 -1.313  0.122
10 H -1.876 -0.761 1.682  0.105
11 H 1.139 1.552 0.159  -0.021
12 H -1.465 1.333 0.420  0.088

Results
Charge = 0
LUMO level = 0.7174 eV
ΔE to the lowest compared entry with this formula, charge and spin = 27.9 kcal/mol
Orbital gap = 0.366 hartree
2S+1 = 1
E = -302.648632 Eh

Question: Among the records above, which one has the lowest ΔE to the lowest compared entry with this formula, charge and spin?
Answer: C3H6N2O